# 1
16
Properties=species:S:1:pos:R:3:forces:R:3:mulliken_charge:R:1 method="wB97M-V/def2-TZVPD" lumo_energy_ev=-4.25 total_charge=+1 de_lowest_ev=0.4255 e_homo_ev=-15.64 molar_mass_g_mol=62.14 gap_ha=0.41890
C -0.598841 -0.870067 1.264095 0.3302 0.4943 -0.4531 -1.056
H -0.756516 -1.863406 1.671772 -0.0969 -0.0817 -0.1216 0.367
C 0.598783 -1.080377 -0.979416 -0.2829 -0.8288 0.3070 -0.985
H -0.893296 1.192993 -0.730597 -0.0099 -0.1553 0.4671 0.262
H -0.658785 -0.161065 2.086918 0.0032 -0.0385 0.1862 0.315
H -1.121826 2.808732 -0.333760 0.0404 0.0497 -0.2052 0.399
H 0.130583 2.283201 -1.357496 -0.0478 0.3579 0.1831 0.403
N -0.428140 2.081362 -0.520992 0.0008 0.0597 -0.4353 -0.426
H 0.055538 -0.392884 -1.628198 0.0418 0.3936 0.0383 0.268
H -0.006330 -1.988269 -1.008831 -0.0444 -0.0834 -0.1336 0.306
H 1.184214 0.221989 0.731161 0.3394 0.1846 -0.2170 0.213
H -1.416708 -0.638431 0.571205 -0.1715 -0.1685 0.1503 0.314
H 1.442105 -1.483354 0.898494 0.1878 0.0683 0.2282 0.323
C 0.746828 -0.749020 0.506382 -0.5592 -0.2665 0.0951 -0.352
H 1.529058 -1.361801 -1.456102 0.2748 0.3166 -0.1163 0.318
H 0.193333 2.000401 0.285366 -0.0058 -0.3020 0.0269 0.332

***

# 2
14
Properties=species:S:1:pos:R:3:forces:R:3:mulliken_charge:R:1 method="wB97M-V/def2-TZVPD" lumo_energy_ev=-4.23 total_charge=+1 de_lowest_ev=3.2056 e_homo_ev=-13.01 molar_mass_g_mol=73.12 gap_ha=0.32254 smiles="C/C([NH3+])=C/N"
H 1.405451 -0.748854 1.731148 -0.1872 -1.1403 0.4929 0.296
N -1.669473 1.042912 -0.730482 -1.4847 0.3804 -1.7790 -0.628
C 0.686625 -1.259082 1.053836 3.1834 0.9534 -0.0946 -1.154
N 1.129347 0.563964 -0.753978 3.1101 -1.8232 0.7661 -0.300
H -1.620055 0.133815 1.271196 0.5649 -0.7688 -2.0534 0.308
H 1.850034 1.168529 -0.007549 -2.5126 -0.9221 -3.5668 0.486
H -2.506302 1.635386 -0.568003 1.0684 -0.5036 1.1844 0.277
C -1.115261 0.183087 0.229891 2.3625 1.4710 1.2485 0.060
H -2.016686 0.634812 -1.622385 1.1256 -0.3748 0.7773 0.264
H -0.031468 -1.896688 1.538592 -0.7718 0.6932 0.2939 0.367
H 0.563707 0.823783 -1.630569 0.8414 1.3190 2.0323 0.365
C 0.270517 -0.129000 0.194537 -6.8956 -0.4660 0.0438 -0.122
H 1.790784 -0.156641 -1.196793 -0.6963 1.1028 0.8621 0.426
H 1.262781 -1.996025 0.490559 0.2917 0.0790 -0.2076 0.355

***

# 3
89
Properties=species:S:1:pos:R:3:forces:R:3:mulliken_charge:R:1 method="wB97M-V/def2-TZVPD" lumo_energy_ev="0.40 / 0.39" de_lowest_ev=0.0000 e_homo_ev="-6.26 / -6.66" molar_mass_g_mol=558.73 s2=2.126 multiplicity=3 gap_ha="0.24459 / 0.25897"
H 0.975184 4.264860 -1.900618 0.0061 -0.0006 0.0047 0.348
H 2.617094 -1.824496 -3.174936 0.0014 -0.0039 -0.0058 0.508
H 2.428053 1.899227 -3.411154 -0.0025 0.0076 0.0016 0.314
H 0.139836 -2.705153 2.708323 -0.0288 -0.0228 -0.0097 0.117
H 2.359725 0.086333 3.790697 0.0257 -0.0061 0.0130 0.227
H -1.954983 -1.051016 0.066834 0.0961 0.0967 -0.0343 -0.277
H 0.565423 -1.988800 5.107426 0.0050 0.0314 0.0058 0.584
N -1.014658 3.655483 -1.573650 0.0110 -0.0066 -0.0085 0.460
H -4.469878 2.819535 -2.811916 0.0093 0.0061 -0.0077 0.373
H -3.260200 3.285474 -4.005075 0.0009 0.0056 0.0060 0.363
H 4.798924 1.182840 -2.916660 0.0037 0.0103 -0.0009 0.405
H -2.658675 4.079626 1.392373 -0.0025 0.0020 -0.0032 0.265
H -2.088214 -2.412910 -2.806350 -0.0005 -0.0004 -0.0092 0.285
H 3.147275 -1.893264 -1.484984 -0.0026 -0.0031 0.0061 0.357
C 2.999973 0.117278 -2.299614 -0.0199 0.0099 -0.0112 2.637
C 2.000493 -0.494942 4.640324 -0.0136 -0.0171 -0.0032 -1.378
C 1.990453 1.354968 0.965510 0.1431 0.0471 0.0826 -0.060
H 1.498746 -1.400326 -1.869183 0.0047 -0.0007 -0.0067 -0.132
C 4.454747 0.157882 -2.768838 -0.0100 0.0030 -0.0020 -2.147
C 0.326854 3.938066 -1.082680 -0.0185 0.0064 0.0082 -1.096
H -1.333024 -3.851493 1.180897 0.0188 0.0003 0.0265 0.254
C -2.538096 0.259377 5.264982 -0.0270 0.0092 -0.0061 -1.544
O -0.669274 1.438765 -1.384943 0.0340 0.0868 -0.0891 0.211
C 2.537078 -1.337645 -2.199775 0.0051 0.0036 0.0159 -1.635
C -1.455168 -2.998721 -0.812258 -0.0054 -0.0137 0.0367 2.829
C -1.374203 -0.489454 5.250384 0.0057 -0.0056 0.0004 -1.174
H -2.358405 -4.775701 0.071293 -0.0055 -0.0078 -0.0034 0.463
H -1.361521 4.979759 -3.171081 -0.0023 0.0074 0.0042 0.296
H 1.074255 0.827703 -3.014073 0.0043 0.0045 -0.0047 -0.077
C 1.060494 1.270097 2.027056 0.0890 0.1129 0.0525 -0.478
C 3.152687 2.122977 0.840645 -0.0262 -0.0167 -0.0360 -1.871
H -3.208958 3.663465 3.018463 -0.0012 -0.0064 0.0128 0.373
H 4.551541 -0.366792 -3.721448 0.0002 -0.0014 -0.0066 0.432
H -1.481883 3.793855 2.683044 0.0069 0.0050 0.0013 0.376
H 1.458156 -1.655325 2.218070 0.0004 0.0362 -0.0279 0.010
C -2.058821 -3.767392 0.371828 0.0067 0.0223 -0.0227 -1.672
C -1.397881 2.370108 -1.780346 -0.0236 -0.0047 0.0203 -0.009
H 0.559203 -3.756349 -0.551863 0.0043 -0.0054 0.0014 0.267
H -4.541201 1.637389 2.030322 -0.0093 0.0037 -0.0129 0.389
H -0.473484 -4.785228 -1.564168 0.0010 -0.0094 -0.0075 0.467
H 2.811777 -1.159495 4.943300 0.0058 -0.0096 -0.0073 0.451
H -3.768515 1.628260 4.179727 -0.0012 0.0144 0.0075 0.386
H 4.633596 2.131482 -0.802559 0.0048 0.0069 -0.0028 0.470
C 3.711822 1.763525 -0.382236 0.0217 -0.0222 -0.0167 -0.727
H 0.759950 3.052597 -0.628571 0.0122 -0.0065 -0.0156 0.130
C -0.221014 -3.750922 -1.315278 -0.0051 0.0167 0.0111 -1.635
H -1.135005 -1.122462 6.096926 -0.0014 -0.0075 0.0036 0.408
H -3.203563 0.214507 6.117291 -0.0035 0.0008 0.0054 0.373
V -0.189444 -0.045342 -0.066497 -0.5376 -0.5820 -0.1948 -0.229
N 1.826865 0.545738 -0.143699 -0.0336 0.1095 0.1405 1.020
H 0.274235 4.732254 -0.336608 -0.0015 0.0008 -0.0024 0.367
C 1.044796 -2.210067 3.058571 -0.0077 0.0111 -0.0015 -1.267
H -2.939244 -3.250500 0.760630 -0.0044 0.0069 0.0065 0.322
C -3.218547 4.463076 -2.193015 -0.0036 -0.0033 0.0048 -0.509
C -0.819688 0.371584 3.088967 -0.0683 0.0021 0.0038 -1.128
H -3.692211 0.486879 0.994234 -0.0026 0.0085 -0.0031 0.264
C -1.736416 4.770295 -2.160894 -0.0091 0.0070 0.0068 -0.726
C -2.437943 3.467232 2.270746 0.0201 -0.0019 -0.0340 -1.606
H -3.764002 5.267829 -2.685022 -0.0013 0.0012 -0.0023 0.386
H -3.392977 -2.408713 -1.607879 -0.0060 0.0072 0.0019 0.284
C 2.120498 0.854570 -3.321350 -0.0029 -0.0142 0.0079 -1.445
H 1.793329 0.188876 5.465290 0.0011 -0.0068 0.0094 0.320
C 0.760537 -1.315545 4.266800 -0.0059 -0.0064 0.0105 0.441
H -3.592071 4.377150 -1.169887 -0.0008 -0.0011 -0.0013 0.137
H -1.637597 1.872002 1.116371 -0.0130 -0.0025 0.0090 -1.892
H -2.212846 0.054880 -2.330311 -0.0233 0.0101 0.0146 -0.186
C -2.495737 -2.937790 -1.939594 0.0069 0.0002 0.0069 -1.693
C -3.438503 3.158858 -2.930341 -0.0110 0.0168 0.0076 -0.758
C -2.398036 1.985223 1.892375 0.0013 0.0348 0.0312 3.352
H -2.989322 0.632340 -3.822166 -0.0047 -0.0037 -0.0036 0.406
H -2.792627 -3.942122 -2.255398 -0.0031 -0.0133 -0.0074 0.495
C -3.734806 1.533332 1.301966 0.0416 -0.0228 0.0039 -1.376
H 2.206548 0.385128 -4.304585 0.0067 -0.0068 -0.0103 0.470
C -2.849986 1.053567 4.177079 0.0005 -0.0150 0.0266 -0.517
N -2.570952 2.117635 -2.405009 0.0033 0.0085 0.0156 0.402
H 5.113763 -0.323044 -2.044346 0.0079 -0.0057 0.0039 0.420
H -3.922456 0.523603 -2.315272 -0.0043 -0.0089 -0.0005 0.365
C -0.495921 -0.459885 4.171466 0.0292 0.0119 -0.0039 0.872
H 3.535424 2.828075 1.562683 0.0080 0.0011 0.0063 0.533
H -1.536329 5.652050 -1.550411 -0.0034 -0.0030 -0.0041 0.398
C -1.061576 -1.610391 -0.386122 0.1528 0.1440 0.0571 -0.669
H 1.769862 -2.975986 3.343214 -0.0021 0.0020 -0.0096 0.518
C -2.941249 0.751728 -2.736588 0.0137 -0.0357 0.0146 -0.932
N 0.058262 0.446046 1.970973 0.1801 0.0663 0.0300 2.140
H -3.990467 2.138674 0.430076 -0.0130 0.0259 -0.0632 0.246
C -2.004536 1.119977 3.075384 -0.0008 -0.0729 -0.0475 0.318
C 2.864234 0.794736 -0.955680 -0.0045 0.0061 -0.0193 -0.282
H 0.184954 -3.273883 -2.208743 0.0082 0.0060 -0.0036 0.289
H 1.204266 1.918482 2.893631 -0.0299 -0.0604 0.0271 0.536

***

# 4
17
Properties=species:S:1:pos:R:3:forces:R:3:mulliken_charge:R:1 method="wB97M-V/def2-TZVPD" lumo_energy_ev=0.75 de_lowest_ev=1.9859 e_homo_ev=-9.01 molar_mass_g_mol=89.14 gap_ha=0.35852 smiles="C=CCNC.O"
H -0.155049 -0.250607 0.092112 -0.1635 -0.0525 0.2098 0.298
H -4.361529 -2.600344 4.239019 0.0984 0.1524 0.2585 0.321
H -0.447493 1.243395 1.034559 -0.3171 -0.0618 0.3387 0.229
O -4.054066 -1.928220 4.864481 -0.1239 -0.1850 -0.3362 -0.640
C 1.673791 0.035080 -2.161881 0.5329 -0.1149 0.5924 0.059
H 1.878861 0.672794 -0.147763 0.4857 0.2026 0.0690 0.384
C 2.418924 -1.050794 -2.049566 0.0399 -0.2632 0.3300 -0.800
H -0.291618 1.437069 -1.797663 0.1184 0.2696 -0.2714 0.245
H 2.405167 -1.854548 -2.767539 0.0509 0.0290 -0.2766 0.269
H -4.008878 -1.126343 4.333826 0.0262 0.0333 0.0772 0.319
C 1.589759 1.098704 -1.104771 -0.9697 0.4663 -0.1948 -0.592
H 1.057095 0.163941 -3.025612 -0.3533 0.1538 -0.5447 0.296
H 3.047331 -1.209985 -1.177600 -0.0559 0.0393 -0.0214 0.241
N 0.205170 1.589582 -0.931438 -0.5781 -0.8368 0.6021 -0.446
H 2.158800 1.995572 -1.344559 0.5372 -0.2330 -0.0209 0.244
C -0.555559 0.769408 0.069976 0.7525 0.3426 -1.4260 -0.765
H -1.580208 0.723868 -0.304635 -0.0806 0.0583 0.6144 0.340

***

# 5
25
Properties=species:S:1:pos:R:3:forces:R:3:mulliken_charge:R:1 method="wB97M-V/def2-TZVPD" lumo_energy_ev="-0.39 / -0.39" de_lowest_ev=1.4955 e_homo_ev="-7.64 / -7.64" molar_mass_g_mol=277.05 gap_ha="0.26628 / 0.26634"
F 1.689219 2.196438 -1.179962 0.7487 -0.0553 -0.2877 -0.180
C 0.874951 -1.573678 -1.504600 -0.5467 -3.4139 0.3029 -0.889
N 0.868598 -1.290863 -0.131919 0.5892 1.3628 2.4405 0.191
F 4.920379 1.912927 0.545567 0.6856 0.7668 0.2579 -0.182
C -1.140796 1.682331 -0.506854 -3.7208 -0.7633 -0.0111 -1.097
H 1.154359 -2.673957 -1.465494 -0.0259 1.2738 -1.3531 0.241
H -2.505423 -0.312450 0.941186 1.4130 1.7549 1.2523 0.297
H -0.049181 -1.475407 -2.011203 -1.2136 0.2943 -0.1490 0.295
H 1.077018 -3.214432 0.475768 -0.3543 -1.6434 -0.6230 0.342
H 1.366171 -1.884112 1.737196 -1.2634 -0.4001 -0.9355 0.248
C 4.002482 1.027338 0.843638 -3.2155 -0.3143 -0.2490 -0.111
O 1.054057 0.333298 2.187009 0.9706 -1.0020 0.8163 -0.742
H -0.411171 2.089233 -1.077866 2.3946 1.5219 -1.2385 0.505
H -1.820813 1.280059 -1.326460 0.0273 0.4800 1.1670 0.253
C -1.592890 0.289913 1.422609 -1.6049 -1.9057 -3.2493 -1.086
C 0.982075 -2.202872 0.718581 1.9635 1.4716 2.4311 -0.310
H -1.807388 1.148545 1.995884 -0.8954 1.0086 0.6125 0.394
P 0.962776 0.556288 0.746586 -2.3833 0.4537 -0.8470 1.026
H -1.117304 -0.400187 2.042963 0.7373 -1.0818 1.0993 0.370
Br 4.175728 -0.477819 -0.312183 0.3185 -0.7667 -0.7039 -0.159
H -1.647771 2.433124 0.133922 0.0675 -0.0058 -0.7893 0.256
C 1.734312 2.017408 0.148709 2.0610 -0.7274 0.6513 -0.469
H 4.024586 0.576597 1.858349 0.0115 1.0328 -0.4062 0.239
N -0.692698 0.628785 0.318526 1.3557 -0.4046 1.0391 0.171
H 1.551873 -0.940148 -1.949642 1.8798 1.0631 -1.2277 0.397

***

# 6
26
Properties=species:S:1:pos:R:3:forces:R:3:mulliken_charge:R:1 method="wB97M-V/def2-TZVPD" lumo_energy_ev="-3.57 / -3.57" total_charge=+1 de_lowest_ev=3.0282 e_homo_ev="-12.06 / -12.06" molar_mass_g_mol=142.22 gap_ha="0.31186 / 0.31179"
H -0.284499 -2.112749 1.323332 0.0050 -0.1148 -0.0338 0.416
C -0.835485 -0.508527 0.010118 3.2917 0.8127 -0.0291 1.534
H -0.238002 -2.135081 -1.245079 -0.0022 -0.0670 0.0321 0.362
H -3.235372 0.528292 0.371826 -0.1106 -0.0080 0.0837 0.367
H -0.772910 -0.607179 2.161940 0.0145 0.0623 0.0479 0.424
H -0.747216 -0.672301 -2.116914 0.0250 0.0280 -0.0735 0.343
H -2.745016 2.208484 0.631841 -0.1248 0.0178 0.0427 0.439
C -0.944275 -1.247200 1.298468 -0.2080 0.0286 -0.0080 -1.729
C -1.151943 0.925670 -0.006489 0.1991 0.2555 0.0331 0.361
H -1.964136 -1.631929 1.385934 -0.0841 -0.0845 0.1074 0.447
H -2.920537 1.583242 -1.004529 -0.1733 -0.0636 -0.0358 0.321
H -1.934233 -1.710072 -1.340282 -0.1530 -0.0428 -0.0066 0.437
O 1.143946 1.603590 -0.048844 0.8086 -0.1109 -0.0259 -0.425
N 2.219143 -0.027809 1.253406 -0.0960 0.2367 -0.2363 -0.171
H -0.404137 2.918682 -0.064418 -0.0121 0.1152 0.0118 0.462
H 3.053681 -0.599855 1.082601 -0.1498 0.1226 0.2445 0.391
C -0.204368 1.860166 -0.046089 -0.3309 -0.3603 0.1173 -0.333
H 1.585425 -0.522472 1.894686 0.2285 0.1238 -0.1615 0.301
H 2.508161 -1.247337 -1.198341 0.0160 -0.1313 -0.0272 0.419
H 1.776424 0.041365 -2.156617 -0.0433 -0.0353 -0.0215 0.320
C 1.519940 0.276978 -0.073629 -3.1023 -1.0279 0.1229 0.289
C -0.928652 -1.293761 -1.245517 -0.0886 -0.0246 -0.1713 -1.559
C -2.602686 1.331843 0.005987 -0.0408 0.1315 -0.1508 -1.576
C 2.328161 -0.176202 -1.245388 -0.0199 0.3757 0.2011 -1.694
H 2.492277 0.866047 1.687372 0.0375 -0.2566 -0.0467 0.379
H 3.286319 0.348104 -1.315382 0.1139 0.0170 -0.0167 0.474

***

Copy entry 4 word for word.
17
Properties=species:S:1:pos:R:3:forces:R:3:mulliken_charge:R:1 method="wB97M-V/def2-TZVPD" lumo_energy_ev=0.75 de_lowest_ev=1.9859 e_homo_ev=-9.01 molar_mass_g_mol=89.14 gap_ha=0.35852 smiles="C=CCNC.O"
H -0.155049 -0.250607 0.092112 -0.1635 -0.0525 0.2098 0.298
H -4.361529 -2.600344 4.239019 0.0984 0.1524 0.2585 0.321
H -0.447493 1.243395 1.034559 -0.3171 -0.0618 0.3387 0.229
O -4.054066 -1.928220 4.864481 -0.1239 -0.1850 -0.3362 -0.640
C 1.673791 0.035080 -2.161881 0.5329 -0.1149 0.5924 0.059
H 1.878861 0.672794 -0.147763 0.4857 0.2026 0.0690 0.384
C 2.418924 -1.050794 -2.049566 0.0399 -0.2632 0.3300 -0.800
H -0.291618 1.437069 -1.797663 0.1184 0.2696 -0.2714 0.245
H 2.405167 -1.854548 -2.767539 0.0509 0.0290 -0.2766 0.269
H -4.008878 -1.126343 4.333826 0.0262 0.0333 0.0772 0.319
C 1.589759 1.098704 -1.104771 -0.9697 0.4663 -0.1948 -0.592
H 1.057095 0.163941 -3.025612 -0.3533 0.1538 -0.5447 0.296
H 3.047331 -1.209985 -1.177600 -0.0559 0.0393 -0.0214 0.241
N 0.205170 1.589582 -0.931438 -0.5781 -0.8368 0.6021 -0.446
H 2.158800 1.995572 -1.344559 0.5372 -0.2330 -0.0209 0.244
C -0.555559 0.769408 0.069976 0.7525 0.3426 -1.4260 -0.765
H -1.580208 0.723868 -0.304635 -0.0806 0.0583 0.6144 0.340